(1)
Entry from the OMol25 dataset: 11 unconnected molecules or ions with the total composition C66H165N11O22 (the ωB97M-V functional and the def2-TZVPD basis).

The calculation puts the HOMO-LUMO gap at 8.61 eV. As for the LUMO energy: 0.3827 eV. The highest occupied orbital energy is -8.2 eV.

Structure (ORCA input):
```
! wB97M-V def2-TZVPD RIJCOSX def2/J DEFGRID3
* xyz 0 1
C 1.004 -1.308 -0.724
O 0.667 -0.623 -1.899
C 1.678 -0.662 -2.899
C 1.306 0.316 -4.012
N 1.402 1.679 -3.585
C 0.720 2.601 -4.486
C 0.853 4.049 -4.069
O 0.057 4.236 -2.946
C 0.101 5.574 -2.448
H 1.033 -2.392 -0.914
H 0.208 -1.123 -0.008
H 1.977 -0.994 -0.335
H 1.774 -1.650 -3.393
H 2.660 -0.419 -2.461
H 0.312 0.018 -4.394
H 2.030 0.101 -4.813
H 1.054 1.765 -2.636
H -0.363 2.364 -4.541
H 1.123 2.489 -5.500
H 0.509 4.652 -4.926
H 1.894 4.334 -3.872
H -0.325 6.307 -3.150
H 1.109 5.863 -2.117
H -0.556 5.610 -1.580
C -1.810 0.173 -6.949
O -3.098 0.083 -6.466
C -3.365 0.822 -5.290
C -3.991 2.176 -5.576
N -3.196 3.134 -6.291
C -1.920 3.412 -5.647
C -1.197 4.526 -6.394
O -0.666 4.044 -7.620
C 0.549 4.621 -7.927
H -1.064 0.089 -6.152
H -1.678 1.122 -7.486
H -1.631 -0.591 -7.705
H -2.451 0.902 -4.683
H -4.087 0.273 -4.676
H -4.298 2.651 -4.633
H -4.924 2.022 -6.127
H -3.080 2.894 -7.267
H -1.234 2.550 -5.672
H -2.121 3.779 -4.639
H -0.353 4.876 -5.772
H -1.889 5.371 -6.523
H 1.317 4.289 -7.209
H 0.541 5.717 -7.832
H 0.845 4.363 -8.936
C 11.475 -3.172 0.089
O 10.523 -4.182 -0.080
C 9.184 -3.696 -0.172
C 8.215 -4.857 -0.195
N 8.044 -5.534 1.073
C 7.200 -4.852 2.040
C 5.787 -4.582 1.571
O 5.742 -3.367 0.876
C 4.437 -3.048 0.457
H 11.497 -2.456 -0.741
H 12.437 -3.665 0.204
H 11.267 -2.614 1.020
H 9.036 -2.994 -1.006
H 9.028 -3.156 0.781
H 8.491 -5.540 -1.018
H 7.250 -4.544 -0.604
H 8.957 -5.644 1.507
H 7.628 -3.926 2.455
H 7.162 -5.519 2.911
H 5.126 -4.531 2.456
H 5.426 -5.454 1.002
H 3.989 -3.780 -0.235
H 4.470 -2.097 -0.068
H 3.761 -2.984 1.324
C 1.499 5.133 1.040
O 1.018 4.084 0.250
C 0.546 3.005 1.024
C 0.082 1.980 0.040
N -1.011 2.559 -0.703
C -1.676 1.663 -1.634
C -2.637 0.695 -0.962
O -3.434 0.181 -1.982
C -4.654 -0.402 -1.533
H 0.734 5.455 1.761
H 1.739 5.964 0.380
H 2.399 4.831 1.592
H -0.282 3.296 1.690
H 1.359 2.559 1.613
H -0.173 1.031 0.506
H 0.939 1.804 -0.638
H -0.625 3.266 -1.331
H -0.903 1.094 -2.176
H -2.316 2.200 -2.340
H -3.149 1.174 -0.108
H -2.074 -0.121 -0.453
H -4.472 -1.245 -0.848
H -5.211 -0.687 -2.417
H -5.200 0.378 -0.985
C -1.216 -4.267 3.503
O 0.159 -4.357 3.561
C 0.625 -4.127 4.886
C 2.112 -3.930 4.770
N 2.819 -4.114 6.061
C 4.226 -3.669 5.948
C 4.869 -3.855 7.300
O 4.401 -2.816 8.094
C 4.816 -2.795 9.424
H -1.494 -4.410 2.450
H -1.652 -3.316 3.830
H -1.771 -5.072 4.018
H 0.280 -4.960 5.505
H 0.148 -3.211 5.269
H 2.332 -2.956 4.309
H 2.502 -4.729 4.122
H 2.394 -3.486 6.747
H 4.308 -2.636 5.578
H 4.710 -4.326 5.215
H 5.971 -3.858 7.193
H 4.642 -4.845 7.715
H 4.421 -1.925 9.932
H 5.916 -2.838 9.484
H 4.483 -3.701 9.962
C 2.420 3.151 4.621
O 2.655 1.788 4.827
C 3.815 1.579 5.564
C 3.937 0.166 6.027
N 3.053 -0.191 7.120
C 1.637 -0.063 6.799
C 0.776 -0.821 7.795
O 0.971 -2.180 7.571
C 0.063 -3.024 8.217
H 2.027 3.637 5.522
H 1.696 3.211 3.811
H 3.320 3.699 4.309
H 3.877 2.242 6.437
H 4.690 1.792 4.933
H 4.951 0.124 6.445
H 3.851 -0.543 5.187
H 3.296 -1.097 7.504
H 1.461 -0.481 5.793
H 1.341 0.984 6.788
H -0.262 -0.487 7.599
H 0.948 -0.523 8.839
H 0.110 -2.919 9.313
H 0.366 -4.053 8.010
H -0.979 -2.881 7.904
C -3.695 6.180 -3.002
O -3.028 6.381 -1.764
C -3.277 5.352 -0.854
C -2.447 5.606 0.383
N -2.568 4.482 1.296
C -2.083 4.763 2.628
C -2.184 3.541 3.488
O -1.469 3.759 4.642
C -1.455 2.646 5.459
H -3.638 7.134 -3.526
H -4.768 5.964 -2.895
H -3.212 5.353 -3.540
H -3.081 4.349 -1.270
H -4.336 5.349 -0.557
H -2.907 6.478 0.866
H -1.401 5.835 0.132
H -2.032 3.710 0.876
H -2.641 5.602 3.056
H -1.011 5.050 2.627
H -1.759 2.695 2.914
H -3.228 3.249 3.676
H -2.474 2.429 5.809
H -0.856 2.880 6.335
H -1.035 1.772 4.950
C -6.568 -3.886 -1.550
O -5.498 -3.715 -2.432
C -5.962 -3.628 -3.754
C -4.910 -2.977 -4.614
N -3.643 -3.660 -4.511
C -2.533 -2.734 -4.778
C -1.245 -3.224 -4.190
O -0.635 -4.191 -5.004
C 0.642 -4.525 -4.534
H -6.248 -3.622 -0.541
H -6.924 -4.935 -1.473
H -7.475 -3.342 -1.834
H -6.920 -3.116 -3.867
H -6.111 -4.657 -4.117
H -4.883 -1.906 -4.337
H -5.255 -2.988 -5.654
H -3.533 -3.977 -3.549
H -2.707 -1.728 -4.370
H -2.397 -2.641 -5.859
H -1.442 -3.680 -3.194
H -0.566 -2.386 -3.949
H 1.071 -5.171 -5.292
H 0.587 -5.051 -3.572
H 1.241 -3.613 -4.407
C -3.843 -2.838 2.007
O -4.527 -1.596 1.936
C -5.580 -1.549 2.885
C -6.549 -0.450 2.561
N -7.142 -0.784 1.270
C -7.982 0.254 0.689
C -8.476 -0.188 -0.665
O -7.689 0.398 -1.714
C -8.182 -0.090 -2.959
H -3.832 -3.354 2.968
H -2.832 -2.559 1.713
H -4.290 -3.505 1.261
H -5.143 -1.327 3.879
H -6.059 -2.529 2.988
H -6.037 0.527 2.546
H -7.321 -0.431 3.332
H -6.361 -0.938 0.635
H -7.472 1.231 0.589
H -8.849 0.486 1.320
H -9.535 0.110 -0.834
H -8.560 -1.289 -0.684
H -9.139 0.388 -3.207
H -8.213 -1.177 -2.948
H -7.496 0.259 -3.738
C -9.819 7.393 -8.894
O -9.211 7.309 -7.641
C -7.977 6.605 -7.665
C -7.561 6.324 -6.235
N -6.319 5.529 -6.262
C -5.616 5.444 -4.968
C -6.372 4.558 -4.010
O -5.511 4.126 -2.965
C -6.042 3.000 -2.316
H -9.302 8.131 -9.527
H -10.855 7.710 -8.758
H -9.887 6.456 -9.470
H -7.210 7.246 -8.135
H -8.080 5.665 -8.218
H -8.365 5.777 -5.743
H -7.389 7.284 -5.719
H -5.710 5.970 -6.942
H -5.415 6.441 -4.530
H -4.628 5.060 -5.257
H -6.823 3.696 -4.512
H -7.162 5.148 -3.517
H -6.088 2.157 -3.026
H -7.023 3.120 -1.839
H -5.366 2.648 -1.531
C 6.749 -2.037 3.969
O 7.213 -3.249 4.545
C 8.217 -3.039 5.500
C 8.959 -4.334 5.679
N 9.906 -4.521 4.608
C 10.849 -5.661 4.841
C 11.684 -5.876 3.614
O 10.837 -6.332 2.589
C 11.525 -6.667 1.436
H 6.493 -1.289 4.756
H 5.807 -2.217 3.451
H 7.475 -1.521 3.322
H 7.768 -2.693 6.442
H 8.926 -2.269 5.169
H 8.206 -5.141 5.703
H 9.468 -4.331 6.647
H 9.379 -4.818 3.777
H 10.388 -6.584 5.231
H 11.553 -5.293 5.616
H 12.449 -6.641 3.829
H 12.224 -4.955 3.357
H 10.811 -6.688 0.626
H 12.040 -7.642 1.458
H 12.339 -5.952 1.275
*
```

(2)
Entry from the OMol25 dataset: 11 unconnected molecules or ions with the total composition C66H165N11O22 (the ωB97M-V functional and the def2-TZVPD basis).

The calculation puts the HOMO-LUMO gap at 8.80 eV. As for the LUMO energy: 0.5186 eV. The highest occupied orbital energy is -8.3 eV.

Structure (ORCA input):
```
! wB97M-V def2-TZVPD RIJCOSX def2/J DEFGRID3
* xyz 0 1
C -7.030 1.549 2.674
O -6.166 2.072 1.666
C -5.143 2.933 2.245
C -4.325 3.682 1.137
N -5.114 4.509 0.197
C -5.558 5.772 0.788
C -6.151 6.768 -0.224
O -6.594 7.940 0.494
C -7.220 8.892 -0.392
H -6.458 0.984 3.410
H -7.841 0.972 2.231
H -7.492 2.360 3.238
H -4.497 2.340 2.892
H -5.641 3.659 2.887
H -3.791 2.889 0.616
H -3.505 4.225 1.607
H -5.873 3.890 -0.048
H -4.635 6.187 1.193
H -6.240 5.585 1.617
H -7.061 6.329 -0.634
H -5.391 6.926 -0.989
H -7.168 9.815 0.185
H -8.292 8.697 -0.423
H -6.792 8.860 -1.394
C 3.020 8.334 4.676
O 1.827 8.572 3.919
C 2.030 9.175 2.633
C 2.883 8.309 1.679
N 2.403 6.938 1.374
C 3.227 6.265 0.305
C 4.695 5.945 0.665
O 4.675 5.221 1.842
C 5.934 4.641 2.032
H 2.825 7.888 5.651
H 3.589 9.259 4.767
H 3.714 7.662 4.170
H 2.443 10.165 2.829
H 1.064 9.320 2.150
H 3.851 8.188 2.165
H 3.042 8.763 0.701
H 2.527 6.403 2.221
H 3.282 6.765 -0.662
H 2.703 5.312 0.231
H 5.341 6.822 0.719
H 5.010 5.276 -0.136
H 6.004 4.217 3.034
H 6.735 5.372 1.922
H 6.082 3.831 1.318
C -5.166 -2.611 -3.847
O -5.506 -3.994 -3.754
C -4.501 -4.846 -3.239
C -4.489 -4.932 -1.649
N -3.645 -6.138 -1.216
C -3.330 -6.241 0.236
C -2.069 -7.118 0.386
O -0.803 -6.615 -0.118
C -0.184 -5.594 0.615
H -6.041 -2.115 -4.266
H -4.338 -2.469 -4.542
H -5.048 -2.092 -2.896
H -3.507 -4.573 -3.593
H -4.643 -5.824 -3.699
H -5.508 -5.094 -1.298
H -4.105 -4.029 -1.175
H -2.903 -6.232 -1.895
H -4.150 -6.724 0.768
H -3.223 -5.255 0.688
H -2.271 -8.128 0.028
H -1.912 -7.243 1.457
H -0.801 -4.723 0.835
H 0.662 -5.120 0.118
H 0.155 -5.914 1.600
C 2.027 -2.973 -2.295
O 3.221 -3.739 -2.394
C 3.154 -4.902 -3.132
C 4.532 -5.686 -3.245
N 5.016 -6.136 -1.948
C 6.363 -6.684 -1.940
C 6.531 -8.004 -2.729
O 6.548 -7.785 -4.192
C 6.397 -9.020 -4.861
H 1.761 -2.444 -3.211
H 2.040 -2.075 -1.678
H 1.225 -3.513 -1.792
H 2.776 -4.599 -4.108
H 2.339 -5.565 -2.841
H 5.161 -4.985 -3.793
H 4.353 -6.499 -3.949
H 5.127 -5.261 -1.455
H 6.423 -6.948 -0.884
H 7.166 -5.962 -2.088
H 5.738 -8.720 -2.510
H 7.500 -8.350 -2.368
H 6.298 -8.915 -5.942
H 5.516 -9.603 -4.593
H 7.240 -9.652 -4.582
C -0.832 -8.997 -3.472
O -0.351 -7.926 -4.249
C -0.473 -6.674 -3.564
C 0.057 -5.626 -4.547
N -0.690 -5.503 -5.838
C -0.087 -4.475 -6.678
C -0.446 -3.018 -6.253
O 0.582 -2.475 -5.404
C 0.396 -1.118 -5.185
H -0.593 -9.861 -4.092
H -1.881 -8.845 -3.218
H -0.216 -9.150 -2.586
H 0.189 -6.616 -2.700
H -1.501 -6.385 -3.348
H 1.093 -5.879 -4.770
H 0.003 -4.662 -4.040
H -0.642 -6.409 -6.281
H -0.368 -4.663 -7.714
H 0.999 -4.570 -6.716
H -1.357 -3.060 -5.657
H -0.588 -2.468 -7.184
H 1.382 -0.693 -4.999
H -0.292 -1.026 -4.345
H 0.044 -0.504 -6.014
C 1.587 -8.513 3.138
O 2.440 -7.458 2.653
C 3.750 -7.947 2.387
C 4.432 -6.919 1.484
N 4.900 -5.658 2.117
C 4.038 -5.005 3.129
C 2.830 -4.277 2.539
O 3.190 -2.960 2.130
C 2.148 -2.226 1.505
H 0.539 -8.324 2.905
H 1.509 -8.636 4.218
H 1.847 -9.513 2.792
H 3.689 -8.924 1.908
H 4.349 -8.085 3.286
H 3.690 -6.599 0.752
H 5.290 -7.392 1.008
H 4.941 -4.930 1.418
H 4.601 -4.226 3.643
H 3.658 -5.725 3.853
H 2.100 -4.147 3.337
H 2.378 -4.799 1.696
H 2.567 -1.351 1.008
H 1.452 -1.814 2.237
H 1.540 -2.808 0.813
C 1.083 2.404 5.550
O 2.041 3.328 6.072
C 2.854 3.947 5.095
C 4.052 4.621 5.736
N 3.614 5.620 6.682
C 4.798 6.307 7.210
C 5.571 5.591 8.346
O 6.529 4.616 7.773
C 7.311 3.930 8.720
H 0.661 1.797 6.351
H 1.545 1.718 4.840
H 0.310 2.952 5.012
H 2.351 4.694 4.481
H 3.247 3.192 4.413
H 4.615 5.149 4.967
H 4.602 3.858 6.287
H 3.039 5.103 7.333
H 4.505 7.293 7.568
H 5.469 6.637 6.417
H 4.906 5.179 9.105
H 6.130 6.400 8.816
H 7.742 4.438 9.583
H 8.218 3.530 8.268
H 6.694 3.074 8.993
C -2.172 4.711 -1.614
O -1.603 3.907 -2.632
C -0.337 4.327 -3.112
C 0.282 3.293 -4.048
N 0.890 2.160 -3.354
C 2.080 2.460 -2.577
C 2.852 1.131 -2.237
O 3.603 0.572 -3.306
C 4.540 -0.464 -2.991
H -2.468 5.666 -2.049
H -1.692 4.731 -0.636
H -3.210 4.386 -1.536
H 0.273 4.490 -2.224
H -0.452 5.233 -3.707
H 1.018 3.835 -4.642
H -0.418 2.880 -4.775
H 1.209 1.459 -4.008
H 1.703 2.914 -1.661
H 2.774 3.131 -3.085
H 2.159 0.369 -1.880
H 3.583 1.275 -1.441
H 4.837 -0.847 -3.967
H 4.060 -1.205 -2.351
H 5.404 -0.070 -2.456
C -6.596 7.357 -4.913
O -5.492 6.609 -5.434
C -5.199 5.451 -4.632
C -4.231 4.488 -5.366
N -3.827 3.325 -4.485
C -4.865 2.685 -3.672
C -4.327 1.421 -2.984
O -5.298 0.700 -2.208
C -5.893 1.387 -1.129
H -7.444 6.744 -4.606
H -6.997 8.172 -5.516
H -6.262 7.906 -4.033
H -6.124 4.940 -4.364
H -4.700 5.788 -3.723
H -3.363 5.028 -5.746
H -4.676 4.156 -6.304
H -2.993 3.604 -3.988
H -5.700 2.353 -4.288
H -5.215 3.455 -2.985
H -3.468 1.771 -2.412
H -3.951 0.831 -3.819
H -6.690 0.776 -0.705
H -6.401 2.307 -1.420
H -5.100 1.559 -0.401
C -1.456 -2.596 -2.078
O -1.360 -1.572 -1.095
C -0.972 -0.288 -1.683
C -1.187 0.911 -0.702
N -0.190 0.936 0.394
C -0.114 2.306 0.946
C 1.179 2.517 1.740
O 2.280 2.202 0.825
C 3.508 1.981 1.561
H -2.394 -2.522 -2.629
H -1.393 -3.537 -1.532
H -0.634 -2.622 -2.794
H -1.663 -0.033 -2.486
H 0.050 -0.368 -2.054
H -2.212 0.829 -0.340
H -1.260 1.873 -1.208
H 0.759 0.889 0.051
H -1.011 2.440 1.550
H -0.164 3.148 0.255
H 1.151 1.861 2.611
H 1.317 3.563 2.012
H 4.369 1.817 0.913
H 3.408 1.059 2.133
H 3.707 2.788 2.267
C -1.964 -1.681 6.919
O -1.972 -1.345 5.595
C -0.694 -1.119 4.927
C -0.864 -0.268 3.585
N -1.292 -1.087 2.422
C -2.767 -1.273 2.482
C -3.373 -2.236 1.398
O -4.743 -2.677 1.693
C -5.678 -1.612 1.555
H -2.898 -2.002 7.382
H -1.605 -0.919 7.611
H -1.339 -2.560 7.077
H -0.125 -2.000 4.630
H -0.108 -0.469 5.576
H 0.170 -0.069 3.304
H -1.329 0.700 3.769
H -0.989 -0.695 1.542
H -3.230 -0.299 2.325
H -3.108 -1.622 3.457
H -2.751 -3.129 1.451
H -3.265 -1.732 0.438
H -5.556 -1.050 0.629
H -5.488 -0.966 2.412
H -6.692 -1.993 1.676
*
```

(3)
Entry from the OMol25 dataset: 11 unconnected molecules or ions with the total composition C66H165N11O22 (the ωB97M-V functional and the def2-TZVPD basis).

The calculation puts the HOMO-LUMO gap at 8.65 eV. As for the LUMO energy: 0.5250 eV. The highest occupied orbital energy is -8.1 eV.

Structure (ORCA input):
```
! wB97M-V def2-TZVPD RIJCOSX def2/J DEFGRID3
* xyz 0 1
C -9.722 23.739 6.038
O -9.218 23.133 4.888
C -9.956 23.444 3.673
C -9.145 22.938 2.470
N -8.919 21.483 2.568
C -8.442 20.852 1.349
C -8.053 19.404 1.547
O -7.452 18.885 0.353
C -7.181 17.474 0.472
H -10.779 23.477 6.096
H -9.646 24.823 5.958
H -9.242 23.440 6.970
H -10.185 24.506 3.580
H -10.937 22.968 3.656
H -8.207 23.491 2.410
H -9.797 23.120 1.617
H -8.363 21.190 3.358
H -7.671 21.482 0.905
H -9.273 20.862 0.644
H -8.809 18.761 1.996
H -7.287 19.374 2.322
H -6.592 17.201 1.347
H -6.514 17.168 -0.334
H -8.114 16.916 0.557
C -8.066 16.863 10.185
O -8.689 16.639 11.458
C -8.448 17.602 12.429
C -8.774 17.029 13.855
N -8.738 18.150 14.815
C -9.277 17.779 16.137
C -8.556 16.591 16.805
O -8.976 16.299 18.153
C -8.166 15.405 18.913
H -8.343 17.789 9.681
H -8.323 16.094 9.456
H -6.979 16.823 10.257
H -8.895 18.571 12.204
H -7.377 17.798 12.468
H -8.226 16.115 14.084
H -9.809 16.717 13.723
H -7.816 18.554 14.897
H -10.366 17.731 16.144
H -9.056 18.621 16.793
H -7.498 16.844 16.739
H -8.582 15.729 16.139
H -7.113 15.669 18.814
H -8.254 14.428 18.439
H -8.475 15.532 19.950
C -5.369 17.374 7.597
O -5.925 16.154 7.091
C -5.690 15.028 7.926
C -4.286 14.416 7.836
N -4.348 13.126 8.553
C -3.030 12.413 8.548
C -3.241 10.896 8.896
O -4.295 10.420 8.057
C -4.632 9.075 8.345
H -5.432 18.146 6.830
H -4.308 17.223 7.795
H -5.948 17.700 8.461
H -6.442 14.275 7.691
H -5.916 15.352 8.942
H -3.489 15.000 8.297
H -3.903 14.254 6.829
H -4.984 12.439 8.173
H -2.272 12.981 9.087
H -2.612 12.422 7.541
H -3.722 10.855 9.873
H -2.331 10.322 8.719
H -5.146 8.760 7.437
H -5.273 8.891 9.207
H -3.756 8.430 8.417
C -5.646 21.667 9.610
O -5.686 23.059 9.798
C -5.961 23.857 8.641
C -6.762 25.084 9.073
N -8.211 24.911 9.250
C -8.430 23.999 10.382
C -9.881 23.826 10.626
O -10.106 23.120 11.903
C -11.424 23.101 12.325
H -5.282 21.222 10.535
H -4.886 21.358 8.892
H -6.623 21.297 9.297
H -6.518 23.194 7.978
H -5.057 24.177 8.124
H -6.647 25.907 8.367
H -6.333 25.384 10.029
H -8.678 25.776 9.485
H -7.971 24.403 11.285
H -8.059 22.995 10.173
H -10.325 23.303 9.779
H -10.351 24.809 10.651
H -12.097 22.856 11.503
H -11.681 24.095 12.689
H -11.548 22.440 13.183
C -2.564 19.617 5.682
O -3.374 18.649 5.096
C -2.942 18.366 3.728
C -3.213 16.911 3.298
N -2.986 15.885 4.329
C -1.517 15.664 4.496
C -1.167 14.962 5.840
O -1.546 15.857 6.919
C -0.837 15.747 8.135
H -2.784 20.580 5.222
H -1.497 19.426 5.562
H -2.838 19.716 6.732
H -1.877 18.558 3.602
H -3.466 19.041 3.051
H -2.875 16.683 2.287
H -4.299 16.925 3.203
H -3.402 16.295 5.154
H -0.897 16.554 4.393
H -1.095 14.977 3.763
H -0.079 14.892 5.839
H -1.569 13.955 5.944
H 0.239 15.903 8.059
H -0.980 14.786 8.629
H -1.108 16.548 8.822
C 4.444 28.080 2.718
O 3.671 28.852 3.612
C 2.230 28.876 3.446
C 1.498 27.614 3.895
N 0.952 26.872 2.806
C -0.012 25.867 3.190
C -0.749 25.271 1.982
O -1.628 26.203 1.406
C -2.536 25.646 0.360
H 4.134 27.041 2.829
H 5.524 28.100 2.865
H 4.295 28.418 1.692
H 1.896 29.331 2.513
H 1.897 29.573 4.214
H 0.737 27.787 4.656
H 2.255 27.027 4.414
H 0.496 27.465 2.127
H -0.621 26.242 4.011
H 0.572 25.068 3.648
H -1.374 24.514 2.456
H -0.115 24.758 1.259
H -3.508 25.481 0.827
H -2.202 24.642 0.097
H -2.642 26.273 -0.525
C -4.042 23.643 4.133
O -4.486 22.397 4.732
C -5.880 22.341 4.880
C -6.243 20.857 5.112
N -7.705 20.769 5.055
C -8.173 19.456 5.558
C -8.355 19.383 7.067
O -9.517 20.129 7.447
C -9.725 20.211 8.840
H -2.980 23.611 3.889
H -4.368 24.438 4.805
H -4.548 23.851 3.191
H -6.456 22.691 4.024
H -6.320 22.968 5.656
H -5.850 20.691 6.115
H -5.717 20.199 4.421
H -8.257 21.489 5.498
H -7.523 18.641 5.242
H -9.115 19.313 5.029
H -7.450 19.814 7.495
H -8.460 18.336 7.353
H -8.835 20.609 9.328
H -9.946 19.272 9.347
H -10.594 20.809 9.113
C -17.997 17.865 10.461
O -17.023 17.721 9.411
C -16.548 18.994 8.886
C -15.357 18.707 8.026
N -14.277 18.106 8.799
C -13.125 17.811 7.980
C -12.128 17.106 8.917
O -12.600 15.825 9.466
C -11.535 15.036 9.985
H -18.840 18.419 10.047
H -17.645 18.319 11.387
H -18.330 16.857 10.708
H -16.296 19.768 9.611
H -17.381 19.450 8.351
H -15.012 19.615 7.533
H -15.556 17.987 7.232
H -14.518 17.204 9.185
H -12.770 18.736 7.525
H -13.444 17.121 7.198
H -11.836 17.725 9.766
H -11.199 17.050 8.349
H -10.641 14.964 9.365
H -11.783 14.001 10.219
H -11.177 15.432 10.935
C -12.020 20.001 4.469
O -13.289 20.714 4.348
C -13.542 21.737 5.269
C -15.053 22.234 5.359
N -15.913 21.079 5.371
C -17.316 21.566 5.225
C -18.184 20.357 5.524
O -18.359 19.531 4.383
C -19.108 18.354 4.717
H -11.966 19.396 3.564
H -12.022 19.426 5.394
H -11.218 20.736 4.401
H -12.754 22.490 5.277
H -13.301 21.307 6.242
H -15.175 22.834 4.458
H -15.252 22.912 6.190
H -15.682 20.470 4.600
H -17.521 21.932 4.219
H -17.560 22.382 5.906
H -19.118 20.790 5.881
H -17.760 19.825 6.375
H -19.029 17.558 3.976
H -20.171 18.570 4.829
H -18.851 17.984 5.709
C 0.365 29.499 6.992
O -0.508 28.974 5.913
C -1.219 30.014 5.292
C -2.122 29.481 4.132
N -3.366 28.900 4.592
C -4.033 28.258 3.480
C -5.466 27.903 3.986
O -5.499 26.824 4.847
C -6.827 26.333 5.123
H 1.213 29.990 6.515
H 0.836 28.665 7.512
H -0.104 30.143 7.737
H -0.639 30.830 4.862
H -1.911 30.427 6.026
H -1.562 28.790 3.503
H -2.411 30.275 3.444
H -3.242 28.183 5.292
H -3.480 27.331 3.331
H -4.013 28.746 2.506
H -6.001 27.670 3.065
H -5.925 28.779 4.444
H -7.235 26.984 5.897
H -6.834 25.288 5.433
H -7.535 26.538 4.321
C -2.125 22.919 7.619
O -1.285 21.742 7.676
C -1.256 21.147 8.961
C -0.089 20.134 8.895
N -0.119 19.185 10.017
C -0.023 19.747 11.353
C 1.410 20.180 11.708
O 2.002 19.122 12.375
C 3.250 19.436 13.090
H -1.932 23.712 8.342
H -3.144 22.562 7.767
H -2.148 23.275 6.589
H -2.248 20.727 9.128
H -1.122 21.854 9.780
H 0.837 20.661 8.665
H -0.230 19.581 7.966
H 0.574 18.462 9.887
H -0.412 19.002 12.047
H -0.754 20.543 11.492
H 1.315 20.925 12.498
H 2.009 20.557 10.880
H 3.444 18.576 13.731
H 3.048 20.238 13.800
H 4.085 19.661 12.427
*
```

It is (3) that is the least stable of them.